# 1
{
  "formula": "C7H6BrNO3S",
  "method": "wB97M-V/def2-TZVPD",
  "de_lowest_kj_mol": 448.2,
  "fmax_ev_per_a": 5.9,
  "smiles": "O=N[C@@H](Br)S(=O)(=O)c1ccccc1",
  "orbital_gap_ev": [7.9675, 7.9684],
  "energy_ha": -3522.815448,
  "species": ["O", "N", "C", "Br", "S", "O", "O", "C", "C", "C", "C", "C", "C", "H", "H", "H", "H", "H", "H"],
  "positions_angstrom": [[-0.770, 1.444, 1.096], [-1.902, 1.540, 0.582], [-2.752, 0.588, 0.853], [-4.372, 0.603, -0.143], [-1.480, -1.016, 0.345], [-2.036, -1.547, -0.845], [-1.379, -1.842, 1.539], [0.149, -0.419, -0.039], [1.069, -0.354, 0.935], [2.357, -0.001, 0.583], [2.645, 0.392, -0.699], [1.724, 0.271, -1.652], [0.403, -0.046, -1.383], [-2.800, -0.098, 1.781], [0.799, -0.811, 1.848], [3.105, 0.110, 1.293], [3.579, 0.708, -1.051], [1.876, 0.453, -2.685], [-0.216, 0.022, -2.360]]
}

# 2
{
  "formula": "C7H6Cl2N2S",
  "method": "wB97M-V/def2-TZVPD",
  "spin_multiplicity": 3,
  "fmax_ev_per_a": 3.4,
  "orbital_gap_ev": [5.9156, 6.4114],
  "energy_ha": -1698.236600,
  "s2": 2.0155,
  "species": ["C", "C", "C", "C", "C", "C", "C", "N", "N", "S", "Cl", "Cl", "H", "H", "H", "H", "H", "H"],
  "positions_angstrom": [[-3.805, -1.652, 0.136], [-4.395, 0.508, -0.073], [-2.027, 0.008, 0.094], [-2.428, -1.344, 0.107], [-3.053, 0.931, -0.067], [1.704, -0.419, 0.274], [2.413, 0.844, 0.179], [-4.750, -0.729, 0.194], [2.012, -1.620, 0.202], [-0.332, 0.542, 0.488], [-1.289, -2.617, -0.063], [-2.563, 2.501, -0.583], [-4.190, -2.641, 0.072], [-5.159, 1.262, -0.319], [1.807, 1.736, 0.230], [2.986, 0.977, -0.763], [3.153, 1.017, 0.914], [1.067, -2.060, 0.075]]
}

# 3
{
  "formula": "C7H6ClN2O",
  "method": "wB97M-V/def2-TZVPD",
  "de_lowest_kj_mol": 493.3,
  "fmax_ev_per_a": 3.6,
  "total_charge": 1,
  "orbital_gap_ev": [7.1795, 7.1807],
  "energy_ha": -914.766484,
  "species": ["C", "C", "C", "C", "C", "C", "C", "N", "N", "O", "Cl", "H", "H", "H", "H", "H", "H"],
  "positions_angstrom": [[0.083, 2.485, -0.049], [-1.218, 2.091, 0.320], [1.167, 1.665, -0.174], [-1.693, 0.828, 0.305], [0.479, -0.694, 0.374], [1.333, 0.287, 0.153], [0.578, -2.983, -0.421], [-3.779, -0.447, 0.500], [-2.821, 0.175, 0.438], [0.213, -1.894, 0.497], [2.966, -0.421, 0.113], [0.283, 3.598, -0.207], [-1.845, 2.946, 0.381], [2.179, 2.218, -0.440], [1.324, -3.660, -0.092], [1.082, -2.660, -1.321], [-0.330, -3.535, -0.378]]
}

# 4
{
  "formula": "C7H6ClN3O2S",
  "method": "wB97M-V/def2-TZVPD",
  "spin_multiplicity": 3,
  "de_lowest_kj_mol": 157.4,
  "fmax_ev_per_a": 9.7,
  "orbital_gap_ev": [5.9277, 6.5297],
  "energy_ha": -1443.246263,
  "s2": 2.0489,
  "species": ["C", "C", "C", "C", "C", "C", "C", "N", "N", "N", "O", "O", "S", "Cl", "H", "H", "H", "H", "H", "H"],
  "positions_angstrom": [[1.281, 0.059, 1.054], [-1.431, 0.673, 1.302], [-0.236, -0.015, 0.772], [-0.596, -1.085, -0.007], [2.056, -1.926, -1.409], [-0.039, -1.964, -0.961], [2.648, -1.687, -0.209], [-2.509, 0.303, 0.801], [2.249, -0.589, 0.670], [-1.985, 3.603, 0.307], [-0.319, -3.103, -1.066], [0.942, -1.335, -1.677], [-2.288, -0.941, -0.297], [2.427, -3.159, -2.510], [1.543, 1.080, 1.420], [-1.374, 1.515, 2.081], [3.589, -2.104, 0.054], [-1.150, 4.114, -0.110], [-2.916, 3.971, -0.193], [-1.896, 2.592, -0.022]]
}

# 5
{
  "formula": "C7H6ClN3OS",
  "method": "wB97M-V/def2-TZVPD",
  "de_lowest_kj_mol": 0.0,
  "fmax_ev_per_a": 1.4,
  "smiles": "NC(=S)N(Cl)C(=O)c1cccnc1",
  "orbital_gap_ev": 7.9779,
  "energy_ha": -1368.198744,
  "species": ["N", "C", "S", "N", "Cl", "C", "O", "C", "C", "C", "C", "N", "C", "H", "H", "H", "H", "H", "H"],
  "positions_angstrom": [[1.512, -3.460, -0.588], [0.841, -2.528, -1.288], [0.527, -2.742, -2.879], [0.445, -1.397, -0.591], [0.855, -1.283, 1.116], [-0.249, -0.302, -1.113], [-0.602, -0.223, -2.255], [-0.515, 0.766, -0.102], [0.345, 1.850, 0.033], [0.026, 2.841, 0.946], [-1.143, 2.707, 1.682], [-1.972, 1.687, 1.544], [-1.674, 0.746, 0.672], [1.712, -3.367, 0.394], [1.798, -4.285, -1.086], [1.244, 1.909, -0.564], [0.669, 3.696, 1.082], [-1.434, 3.449, 2.413], [-2.385, -0.065, 0.586]]
}

# 6
{
  "formula": "C7H6IN4O2",
  "method": "wB97M-V/def2-TZVPD",
  "spin_multiplicity": 3,
  "fmax_ev_per_a": 6.3,
  "total_charge": -1,
  "orbital_gap_ev": [4.9631, 5.4607],
  "energy_ha": -937.299151,
  "s2": 2.0459,
  "species": ["C", "C", "C", "C", "C", "C", "C", "N", "N", "N", "N", "O", "O", "I", "H", "H", "H", "H", "H", "H"],
  "positions_angstrom": [[2.898, 0.684, 0.261], [2.320, 1.515, -0.706], [2.102, -0.196, 0.934], [0.973, 1.550, -0.902], [0.714, -0.179, 0.731], [0.118, 0.743, -0.051], [-2.616, -0.728, -0.266], [-1.993, -1.782, -0.463], [-3.745, -0.229, -0.313], [-1.229, 0.924, -0.004], [-1.309, -2.730, 0.069], [-1.441, -2.984, 1.244], [-0.627, -3.423, -0.666], [-4.632, 1.601, -0.014], [4.008, 0.776, 0.187], [3.079, 2.138, -1.175], [2.271, -0.816, 1.815], [0.609, 2.255, -1.511], [0.094, -0.616, 1.558], [-1.593, 1.496, -0.726]]
}